1.
ORCA calculation (the ωB97M-V functional and the def2-TZVPD basis) on 7 unconnected molecules or ions with the total composition C30H79N5O12 in a non-equilibrium geometry.

Results
Molecular weight in g mol⁻¹: 701.985
HOMO in eV: -8.2742
Strongest force on any atom in Eh/bohr: 0.061
E in eV: -64401.2831
Gap between HOMO and LUMO in eV: 8.447
Energy above the lowest of the compared OMol25 structures with the same formula, charge and spin in kcal per mole: 115.8

XYZ file:
```
126
Properties=species:S:1:pos:R:3:forces:R:3:lowdin_charge:R:1
C -2.004 4.388 -5.529 -0.51 -0.92 1.49 -0.107
O -1.384 3.153 -5.827 0.31 0.32 0.24 -0.199
C -0.872 3.127 -7.126 0.48 -0.30 -0.71 -0.241
C 0.040 1.900 -7.394 -1.64 -0.13 -0.97 -0.158
N -0.692 0.628 -7.697 0.79 0.52 1.50 -0.062
C -1.384 0.201 -6.509 -1.20 -2.31 1.22 -0.232
C -1.739 -1.329 -6.634 -0.03 0.25 0.33 -0.193
O -2.128 -1.923 -5.392 0.12 2.09 1.02 -0.211
C -2.689 -3.197 -5.390 0.72 -0.26 -1.56 -0.128
H -2.479 4.140 -4.580 -0.26 0.42 0.14 0.076
H -2.805 4.683 -6.205 0.18 -0.03 -0.44 0.090
H -1.324 5.211 -5.307 0.33 0.01 -0.48 0.090
H -0.297 4.033 -7.320 0.23 0.25 -0.01 0.115
H -1.741 3.154 -7.783 0.02 -0.17 -0.64 0.119
H 0.663 1.779 -6.508 0.08 -0.33 -0.17 0.120
H 0.654 2.058 -8.281 0.17 0.48 0.20 0.109
H -1.424 0.702 -8.388 0.38 0.65 -0.53 0.107
H -2.341 0.701 -6.356 -0.16 0.29 0.01 0.110
H -0.863 0.354 -5.564 0.55 0.06 -0.30 0.122
H -0.893 -1.888 -7.034 0.17 0.04 -0.17 0.116
H -2.557 -1.343 -7.354 -0.26 -0.50 -0.19 0.112
H -2.709 -3.669 -4.408 0.00 0.53 0.12 0.084
H -2.010 -3.773 -6.019 -0.23 -0.84 -0.12 0.082
H -3.676 -3.194 -5.852 -0.26 -0.12 0.07 0.084
C -1.389 0.393 4.240 -0.13 0.33 -0.37 -0.132
O -0.535 -0.708 4.436 0.03 -1.02 0.19 -0.182
C -0.821 -1.667 5.501 0.14 2.61 0.76 -0.210
C -0.152 -2.967 5.320 -0.72 0.07 -0.35 -0.256
N -0.878 -3.772 4.371 -0.53 -0.64 1.14 -0.064
C -0.178 -5.037 4.301 0.05 0.22 -1.96 -0.214
C -0.792 -5.988 3.274 -0.26 0.96 0.94 -0.243
O 0.142 -6.991 3.026 -0.32 0.23 0.41 -0.178
C -0.329 -8.037 2.234 0.90 -0.23 -0.69 -0.124
H -1.117 0.930 3.332 0.31 -0.63 -0.45 0.080
H -1.291 1.225 4.937 -0.09 -0.40 0.95 0.078
H -2.430 0.100 4.107 -0.16 -0.07 0.31 0.085
H -1.881 -1.767 5.733 -0.29 -0.15 -0.68 0.124
H -0.426 -1.258 6.432 0.25 0.44 0.17 0.114
H -0.185 -3.452 6.296 -0.01 -0.18 0.07 0.125
H 0.902 -2.850 5.070 0.33 0.18 -0.15 0.125
H -0.971 -3.278 3.495 0.28 -0.24 -0.26 0.119
H -0.128 -5.551 5.261 -0.02 0.30 0.12 0.127
H 0.817 -4.752 3.959 0.68 -0.80 0.11 0.117
H -1.095 -5.455 2.373 0.30 0.16 -0.41 0.121
H -1.737 -6.316 3.709 -0.15 -0.69 0.06 0.123
H 0.606 -8.495 1.914 -0.30 -0.64 -0.09 0.090
H -0.825 -7.691 1.327 -0.23 0.23 -0.08 0.085
H -0.981 -8.747 2.743 -0.02 0.01 0.25 0.088
C -12.641 -2.031 5.145 1.93 0.07 -0.67 -0.064
O -11.425 -2.177 4.310 -1.83 -0.20 1.28 -0.221
C -10.703 -0.970 4.074 -0.10 -1.39 -0.38 -0.221
C -9.471 -1.468 3.320 -0.26 -0.01 -0.66 -0.212
N -9.670 -1.390 1.857 1.14 -0.82 0.35 -0.047
C -8.611 -2.170 1.168 -1.29 0.07 -0.92 -0.205
C -8.764 -2.012 -0.358 0.81 1.40 1.02 -0.168
O -8.341 -0.612 -0.611 -0.48 -2.44 0.91 -0.192
C -8.558 -0.260 -1.916 -0.24 0.56 -1.35 -0.172
H -13.119 -3.002 5.278 0.27 -0.02 -0.30 0.079
H -13.354 -1.333 4.706 0.06 0.13 -0.03 0.078
H -12.280 -1.693 6.116 -0.37 0.23 0.18 0.077
H -10.405 -0.446 4.983 -0.21 -0.03 0.32 0.113
H -11.355 -0.348 3.461 0.30 0.49 -0.14 0.117
H -9.307 -2.524 3.534 -0.60 -0.17 0.14 0.113
H -8.547 -1.070 3.739 0.28 0.90 -0.39 0.109
H -9.611 -0.443 1.509 0.06 0.24 0.13 0.100
H -8.726 -3.233 1.384 -0.19 -0.05 0.29 0.115
H -7.610 -1.886 1.490 0.25 0.14 -0.18 0.115
H -9.766 -2.215 -0.736 -0.44 0.52 0.40 0.119
H -8.174 -2.746 -0.908 0.75 0.28 -0.03 0.113
H -8.262 -1.019 -2.640 0.65 -0.19 -0.03 0.082
H -8.014 0.669 -2.088 -0.06 -0.02 -0.24 0.088
H -9.608 -0.119 -2.172 -0.42 0.33 0.30 0.085
C 6.633 -3.727 2.082 -0.47 -0.03 -1.62 -0.067
O 6.459 -3.329 0.690 0.39 0.76 0.34 -0.205
C 5.201 -2.752 0.312 -1.11 -0.36 2.08 -0.256
C 5.076 -2.765 -1.154 2.01 -0.50 -1.57 -0.208
N 5.442 -4.053 -1.751 -0.43 0.46 -0.87 -0.055
C 4.526 -5.110 -1.462 0.22 -1.34 0.43 -0.220
C 4.994 -6.457 -2.064 -1.14 0.71 -0.94 -0.235
O 6.316 -6.748 -1.822 1.66 -0.63 0.03 -0.175
C 6.693 -7.150 -0.546 -0.35 0.27 1.28 -0.112
H 6.552 -2.893 2.779 -0.69 -0.05 0.01 0.084
H 7.634 -4.121 2.257 0.10 0.01 -0.65 0.080
H 5.934 -4.561 2.153 -0.23 0.18 1.10 0.083
H 4.996 -1.738 0.656 0.79 0.43 0.28 0.121
H 4.360 -3.271 0.772 0.01 -0.74 0.26 0.111
H 5.877 -2.093 -1.460 -0.07 0.29 -0.51 0.117
H 4.154 -2.397 -1.605 -0.18 -0.04 0.53 0.128
H 6.346 -4.341 -1.405 0.16 0.18 -0.07 0.098
H 3.491 -4.907 -1.737 0.05 0.19 -0.43 0.123
H 4.489 -5.275 -0.386 -0.22 -0.22 0.56 0.100
H 4.976 -6.509 -3.152 -0.38 0.70 -0.18 0.123
H 4.293 -7.243 -1.783 0.03 -0.32 0.64 0.116
H 6.711 -6.312 0.151 0.12 0.39 0.11 0.069
H 7.685 -7.600 -0.505 -0.05 0.03 -0.57 0.091
H 5.992 -7.845 -0.083 -0.24 -0.40 -0.24 0.089
C 4.249 6.488 0.042 -0.32 -0.11 0.27 -0.117
O 5.381 7.030 0.669 0.84 0.82 -0.36 -0.186
C 5.035 7.662 1.884 0.04 -1.07 1.29 -0.232
C 6.162 8.394 2.635 0.72 -0.27 -1.58 -0.207
N 6.980 9.190 1.706 -0.27 1.82 1.55 -0.052
C 8.181 9.781 2.409 0.39 -0.43 -1.68 -0.168
C 8.958 10.811 1.540 -2.40 0.06 0.53 -0.280
O 9.206 10.345 0.280 2.06 -0.24 -2.35 -0.190
C 9.820 11.406 -0.507 -0.31 -1.19 -0.13 -0.083
H 3.490 7.266 -0.037 -0.31 -0.06 -0.10 0.086
H 3.876 5.656 0.640 -0.34 -0.09 0.16 0.086
H 4.441 6.081 -0.951 0.54 0.30 0.07 0.089
H 4.752 6.854 2.559 -0.23 -0.27 0.41 0.114
H 4.116 8.247 1.832 0.14 0.56 -0.61 0.116
H 6.886 7.716 3.086 -0.42 -0.74 0.47 0.107
H 5.678 8.946 3.440 0.16 0.40 -0.13 0.116
H 7.167 8.587 0.918 0.67 0.25 -0.06 0.098
H 8.866 8.989 2.711 0.24 -0.30 0.05 0.105
H 7.953 10.321 3.328 -0.72 -0.11 -0.07 0.113
H 9.858 11.196 2.020 0.04 0.00 0.35 0.119
H 8.247 11.592 1.271 -0.20 0.94 1.29 0.115
H 10.689 11.853 -0.024 0.10 -0.19 0.31 0.081
H 9.133 12.217 -0.745 -0.39 -0.03 0.21 0.084
H 10.141 10.959 -1.448 -0.03 -0.05 0.11 0.085
O -1.242 -1.704 -0.523 0.13 -0.16 0.21 -0.051
H -1.691 -0.859 -0.505 -0.08 0.29 0.01 0.025
H -1.553 -2.124 -1.325 -0.04 -0.10 -0.24 0.023
O -3.387 2.308 -1.525 0.16 -0.04 0.20 -0.049
H -4.174 1.780 -1.657 -0.21 -0.16 0.00 0.027
H -3.400 2.943 -2.241 0.06 0.16 -0.18 0.018
```
Forces are in eV/Å.



2.
ORCA calculation (the ωB97M-V functional and the def2-TZVPD basis) on 9 unconnected molecules or ions with the total composition C30H80F6N4O15P in a non-equilibrium geometry.

Results
Molecular weight in g mol⁻¹: 881.945
HOMO in eV: -6.6566
Strongest force on any atom in Eh/bohr: 0.049
E in eV: -94672.9866
Gap between HOMO and LUMO in eV: 8.922
Total charge: -1

XYZ file:
```
136
Properties=species:S:1:pos:R:3:forces:R:3:lowdin_charge:R:1
P -1.174 -1.190 0.674 -0.84 0.77 1.13 0.230
F -1.454 -1.265 2.288 -0.07 -0.78 -0.22 -0.175
F -0.287 0.109 1.068 0.02 0.30 -1.18 -0.160
F 0.139 -2.112 0.751 0.46 0.25 -0.22 -0.137
F -1.004 -0.935 -0.932 0.40 -0.65 0.78 -0.151
F -1.984 -2.609 0.494 -0.57 0.71 -0.32 -0.162
F -2.562 -0.360 0.545 0.27 -0.01 0.09 -0.155
C 3.444 0.834 6.023 1.08 -0.17 0.88 -0.093
O 3.568 -0.499 6.512 -0.58 0.23 -0.34 -0.177
C 4.836 -0.722 7.065 -0.48 -0.09 1.04 -0.256
C 5.812 -1.258 6.043 0.48 -0.78 -0.95 -0.196
N 5.184 -2.382 5.307 0.57 -0.73 -0.43 -0.056
C 5.463 -2.514 3.855 -0.40 1.37 0.94 -0.187
C 4.891 -1.287 3.109 -0.43 -2.10 -0.56 -0.228
O 3.485 -1.291 3.214 0.59 -0.38 -0.04 -0.187
C 2.898 -0.302 2.394 -0.90 -0.20 1.16 -0.108
H 4.396 1.141 5.576 -0.09 0.06 -0.35 0.081
H 3.326 1.477 6.902 -0.35 0.32 -0.16 0.082
H 2.645 0.974 5.303 -0.18 -0.43 0.10 0.080
H 4.776 -1.451 7.884 -0.54 -0.50 -0.46 0.118
H 5.102 0.143 7.690 0.73 0.40 -0.72 0.116
H 6.755 -1.529 6.533 -0.02 -0.18 0.18 0.109
H 6.131 -0.549 5.279 -0.28 0.42 0.19 0.093
H 5.456 -3.314 5.602 -0.06 0.43 1.11 0.099
H 5.008 -3.459 3.557 -0.36 0.27 -0.27 0.117
H 6.538 -2.648 3.661 0.12 0.42 -0.22 0.105
H 5.100 -1.484 2.050 0.55 0.62 -0.13 0.118
H 5.351 -0.373 3.487 -0.02 0.27 -0.25 0.102
H 1.821 -0.452 2.471 0.02 0.08 0.16 0.064
H 3.086 -0.390 1.323 0.72 0.16 0.11 0.072
H 3.141 0.645 2.885 0.07 0.46 -0.88 0.077
C 0.341 4.835 0.612 1.22 -0.51 0.89 -0.084
O 1.649 5.235 1.045 -0.37 0.62 -0.04 -0.197
C 2.381 4.314 1.855 0.18 0.14 -1.64 -0.183
C 3.217 3.407 0.939 1.18 -0.49 1.28 -0.205
N 2.523 2.186 0.580 0.56 -0.45 -0.92 -0.049
C 3.049 1.456 -0.591 -0.89 -0.25 -0.08 -0.197
C 3.098 2.259 -1.885 -0.19 0.72 0.53 -0.202
O 4.334 2.970 -2.035 -0.93 -0.06 0.01 -0.190
C 5.268 2.241 -2.776 0.56 0.15 -0.29 -0.132
H 0.018 5.500 -0.183 -0.03 0.15 0.13 0.092
H -0.314 4.828 1.483 -0.27 0.15 -0.16 0.060
H 0.400 3.818 0.227 -0.33 -0.07 -0.28 0.068
H 1.727 3.728 2.505 -0.01 -0.08 -0.02 0.115
H 3.058 4.909 2.468 -0.12 0.09 0.02 0.115
H 4.115 3.134 1.523 -0.27 -0.46 0.35 0.113
H 3.768 3.891 0.125 -1.00 0.64 -0.33 0.111
H 1.542 2.315 0.392 -0.12 0.23 0.21 0.073
H 2.264 0.713 -0.769 0.39 -0.51 0.11 0.108
H 4.014 0.984 -0.403 -0.04 -0.09 0.26 0.116
H 2.235 2.918 -1.734 0.48 0.79 -0.40 0.126
H 2.844 1.742 -2.812 0.37 -0.53 0.09 0.091
H 4.985 2.129 -3.830 -0.18 0.05 0.01 0.084
H 5.477 1.235 -2.391 -0.13 0.04 0.23 0.085
H 6.189 2.825 -2.741 0.06 -0.15 -0.03 0.087
C 3.146 -1.265 -3.891 0.25 1.01 1.26 -0.115
O 1.796 -1.638 -3.881 0.25 -0.56 -1.12 -0.189
C 0.928 -0.692 -3.295 0.05 0.33 1.24 -0.220
C -0.472 -0.968 -3.798 0.05 -0.50 -1.79 -0.178
N -0.616 -1.007 -5.290 1.12 -0.11 0.42 -0.061
C -1.856 -1.692 -5.647 0.25 -0.15 0.41 -0.218
C -2.065 -1.755 -7.160 0.39 1.11 1.17 -0.226
O -1.433 -2.850 -7.779 -0.45 -0.94 0.46 -0.192
C -0.140 -2.588 -8.280 -1.23 1.11 -1.18 -0.106
H 3.309 -0.287 -4.359 -0.16 -0.06 -0.31 0.080
H 3.832 -1.984 -4.331 -0.54 -0.38 -0.24 0.087
H 3.468 -1.118 -2.849 0.20 -0.09 0.03 0.085
H 1.336 0.325 -3.312 -0.23 0.12 -0.97 0.103
H 0.909 -0.874 -2.212 -0.13 -0.16 0.02 0.101
H -1.261 -0.292 -3.482 0.23 -0.10 0.76 0.120
H -0.605 -2.006 -3.495 -0.73 -0.02 0.70 0.100
H 0.123 -1.651 -5.564 0.21 0.33 -0.16 0.075
H -2.653 -1.159 -5.123 -0.26 -0.14 -0.34 0.099
H -1.836 -2.720 -5.256 -0.29 -0.04 0.02 0.125
H -1.634 -0.809 -7.511 -0.18 0.00 -0.43 0.115
H -3.145 -1.723 -7.300 0.04 -0.56 -0.63 0.117
H 0.547 -2.190 -7.533 0.18 -0.29 -0.10 0.078
H -0.348 -1.829 -9.055 0.84 0.25 0.14 0.087
H 0.208 -3.445 -8.853 0.16 -0.26 0.60 0.085
C -0.981 2.536 3.126 -1.05 -1.11 0.05 -0.102
O -1.655 3.773 3.288 1.24 0.83 0.61 -0.202
C -2.944 3.880 2.723 0.30 -1.79 0.48 -0.226
C -3.045 4.992 1.703 -0.92 -0.26 -0.47 -0.191
N -4.365 4.904 1.066 0.83 -0.65 1.09 -0.083
C -4.814 5.993 0.243 1.32 -0.47 0.09 -0.202
C -4.608 7.403 0.794 -0.30 -0.16 -0.11 -0.245
O -5.382 8.268 -0.022 0.01 0.18 1.23 -0.195
C -4.949 9.615 0.068 -0.38 -0.22 -2.47 -0.119
H -0.532 2.426 2.140 -0.19 -0.08 -0.14 0.064
H -1.706 1.741 3.335 -0.05 -0.20 -0.70 0.091
H -0.228 2.249 3.864 0.22 1.23 0.26 0.087
H -3.652 3.878 3.562 -0.19 0.91 -0.09 0.127
H -3.175 2.899 2.283 -0.03 0.27 -0.64 0.124
H -2.285 4.807 0.942 0.11 0.16 0.01 0.103
H -2.873 5.975 2.150 0.20 -0.04 0.19 0.115
H -4.984 4.371 1.654 -0.63 0.53 -0.18 0.102
H -5.836 5.775 -0.057 0.02 0.40 -0.22 0.126
H -4.095 5.956 -0.587 -0.76 0.03 -0.65 0.121
H -3.555 7.687 0.695 0.08 -0.07 0.05 0.112
H -4.848 7.450 1.865 -0.34 0.24 -0.03 0.125
H -5.616 10.132 -0.630 -0.32 0.30 0.57 0.084
H -4.025 9.676 -0.522 0.57 0.21 0.84 0.088
H -4.930 10.108 1.037 0.08 -0.35 0.20 0.088
C 0.893 -5.595 -1.596 0.75 1.08 1.10 -0.206
C -0.081 -4.411 -1.733 -0.18 -1.05 -0.20 -0.238
O -1.239 -4.629 -0.966 -0.61 0.30 0.41 -0.092
O 2.229 -5.083 -1.720 0.39 -0.69 -0.58 -0.089
H 0.739 -6.407 -2.308 -0.04 0.20 -0.17 0.112
H 0.871 -6.012 -0.584 -0.56 -0.04 -0.06 0.114
H -0.335 -4.362 -2.796 -0.11 0.44 -0.06 0.115
H 0.426 -3.498 -1.422 0.04 0.13 0.03 0.102
H -1.577 -3.794 -0.551 0.64 -0.72 -0.61 0.051
H 2.218 -4.128 -1.782 -0.18 0.14 -0.04 0.056
C -4.839 -7.645 1.213 1.12 1.38 -0.41 -0.251
C -3.446 -7.083 0.926 0.50 -1.03 -0.16 -0.280
O -3.452 -5.734 0.545 -0.36 0.03 0.48 -0.053
O -5.575 -7.764 0.011 -0.92 -0.03 0.41 -0.062
H -5.307 -6.882 1.838 -0.49 -0.10 -0.18 0.119
H -4.737 -8.536 1.836 -0.17 -0.39 -0.36 0.110
H -3.007 -7.684 0.116 -0.02 -0.14 -0.12 0.116
H -2.813 -7.310 1.794 0.01 0.42 0.21 0.115
H -2.539 -5.455 0.384 -0.10 -0.08 -0.21 0.055
H -5.213 -8.412 -0.596 0.38 -0.07 0.25 0.081
C -4.863 -2.090 -1.155 0.96 0.66 -0.39 -0.243
C -4.466 -0.909 -2.052 -0.64 -1.23 -1.31 -0.201
O -4.496 -1.247 -3.452 0.03 -0.47 -0.34 -0.105
O -6.213 -2.477 -1.381 -0.02 0.26 0.43 -0.069
H -4.618 -1.746 -0.144 -0.52 -0.21 0.21 0.108
H -4.255 -2.981 -1.346 0.41 0.34 -0.16 0.121
H -3.419 -0.658 -1.902 -0.24 0.44 0.57 0.097
H -5.201 -0.098 -2.026 0.43 0.28 1.12 0.122
H -5.397 -1.514 -3.663 0.05 -0.09 0.04 0.074
H -6.306 -3.260 -0.827 -0.38 -0.03 -0.19 0.084
O 0.680 -2.526 3.560 0.18 -0.17 0.43 -0.058
H 0.097 -1.797 3.327 -0.16 -0.15 -0.10 -0.007
H 0.713 -3.068 2.768 -0.04 0.12 -0.09 0.021
```
Forces are in eV/Å.